a | Formula: C5H6N2
Source: the Open Molecules 2025 dataset
Level of theory: wB97M-V/def2-TZVPD

Summary:
Kohn-Sham gap: 9.803 eV

Element x y z (Å)
1 N 0.08 -0.55 0.52
2 N 1.30 1.22 -0.17
3 C 1.28 -1.06 0.07
4 C -1.30 -0.51 -0.06
5 C 0.17 0.80 0.33
6 C 2.02 0.03 -0.29
7 C -1.32 1.02 0.21
8 H 3.04 0.04 -0.65
9 H -1.23 -0.71 -1.13
10 H -1.64 1.66 -0.61
11 H 1.54 -2.11 0.14
12 H -1.83 1.30 1.13
13 H -2.03 -1.16 0.42

Taken from the natural (NBO) analysis, the atomic charges in e are: N -0.38; N -0.47; C -0.12; C -0.19; C 0.38; C -0.07; C -0.44; H 0.21; H 0.20; H 0.23; H 0.22; H 0.23; H 0.20

***

b | Formula: C5H6N2
Source: the Open Molecules 2025 dataset
Level of theory: wB97M-V/def2-TZVPD

Summary:
Kohn-Sham gap: 9.292 eV

Element x y z (Å)
1 N 0.04 -0.60 0.21
2 N 1.34 1.25 0.36
3 C 0.16 0.72 0.47
4 C 2.04 0.17 -0.10
5 C -1.26 0.93 0.15
6 C -1.42 -0.60 0.13
7 C 1.24 -0.93 -0.33
8 H 3.10 0.28 -0.28
9 H -1.17 1.14 -0.96
10 H -1.87 -1.04 1.02
11 H -1.84 -1.04 -0.78
12 H -1.82 1.63 0.76
13 H 1.43 -1.92 -0.65

Taken from the natural (NBO) analysis, the atomic charges in e are: N -0.34; N -0.45; C 0.34; C -0.08; C -0.43; C -0.18; C -0.13; H 0.21; H 0.22; H 0.21; H 0.21; H 0.23; H 0.21

***

Here is how they stack up, most stable first: a, b.

***

a | Formula: C5H6N2
Source: the Open Molecules 2025 dataset
Level of theory: wB97M-V/def2-TZVPD

Summary:
Kohn-Sham gap: 10.539 eV

Element x y z (Å)
1 N 2.19 1.78 1.18
2 N -0.12 0.83 -0.58
3 C -0.03 -0.59 -0.90
4 C -0.87 0.37 0.69
5 C 1.22 0.09 -0.47
6 C -1.08 -1.02 0.07
7 C 1.78 0.86 0.61
8 H 1.91 0.13 -1.31
9 H -0.02 -0.80 -1.97
10 H -0.91 -1.92 0.65
11 H -2.04 -1.07 -0.46
12 H -1.75 0.99 0.86
13 H -0.29 0.34 1.62

Taken from the natural (NBO) analysis, the atomic charges in e are: N -0.32; N -0.32; C -0.04; C -0.25; C -0.25; C -0.43; C 0.26; H 0.25; H 0.22; H 0.22; H 0.22; H 0.22; H 0.21

***

b | Formula: C5H6N2
Source: the Open Molecules 2025 dataset
Level of theory: wB97M-V/def2-TZVPD

Summary:
Kohn-Sham gap: 9.964 eV

Element x y z (Å)
1 N 0.07 -0.52 0.81
2 N 1.15 1.17 -0.28
3 C -1.33 1.05 0.25
4 C 1.22 -1.06 0.22
5 C 0.14 0.84 0.46
6 C 1.86 -0.03 -0.39
7 C -1.16 -0.46 -0.08
8 H -0.71 -0.66 -1.06
9 H 1.46 -2.11 0.28
10 H -1.96 -1.16 0.12
11 H -1.60 1.76 -0.52
12 H -1.91 1.22 1.17
13 H 2.77 -0.05 -0.98

Taken from the natural (NBO) analysis, the atomic charges in e are: N -0.40; N -0.47; C -0.44; C -0.12; C 0.39; C -0.07; C -0.20; H 0.20; H 0.22; H 0.21; H 0.24; H 0.23; H 0.21

***

c | Formula: C5H6N2
Source: the Open Molecules 2025 dataset
Level of theory: wB97M-V/def2-TZVPD

Summary:
Kohn-Sham gap: 9.657 eV

Element x y z (Å)
1 N -1.43 -1.02 -0.27
2 N -2.40 -0.08 0.18
3 C -0.15 0.62 -0.36
4 C -1.60 1.04 -0.08
5 C -0.13 -0.75 -0.28
6 C 1.26 0.83 0.04
7 C 1.50 -0.71 -0.01
8 H 2.06 1.47 -0.58
9 H -2.21 1.99 -0.29
10 H 2.12 -1.23 -0.82
11 H 1.36 -1.37 1.14
12 H 1.39 1.12 1.05
13 H -1.78 -1.89 0.29

Taken from the natural (NBO) analysis, the atomic charges in e are: N -0.38; N -0.25; C -0.18; C -0.04; C 0.13; C -0.42; C -0.35; H 0.20; H 0.22; H 0.24; H 0.23; H 0.22; H 0.38

***

d | Formula: C5H6N2
Source: the Open Molecules 2025 dataset
Level of theory: wB97M-V/def2-TZVPD

Summary:
Kohn-Sham gap: 10.898 eV

Element x y z (Å)
1 N -0.20 0.99 -0.82
2 N 2.00 -0.05 1.83
3 C 1.12 0.37 -0.60
4 C -0.99 0.70 0.41
5 C -0.77 -0.86 0.26
6 C 1.65 0.17 0.75
7 C -0.03 -0.47 -1.02
8 H -1.72 -1.38 0.15
9 H -2.04 0.93 0.21
10 H -0.66 1.32 1.25
11 H -0.14 -1.47 0.91
12 H -0.09 -0.93 -2.00
13 H 1.86 0.69 -1.32

Taken from the natural (NBO) analysis, the atomic charges in e are: N -0.34; N -0.31; C -0.23; C -0.23; C -0.45; C 0.26; C -0.06; H 0.22; H 0.21; H 0.21; H 0.23; H 0.22; H 0.26

***

Here is how they stack up, most stable first: b, d, a, c.

***

a | Formula: C5H6N2
Source: the Open Molecules 2025 dataset
Level of theory: wB97M-V/def2-TZVPD

Summary:
Kohn-Sham gap: 9.413 eV

Element x y z (Å)
1 N -1.59 -0.99 -0.23
2 N 0.04 0.53 -0.19
3 C 0.62 -0.78 1.31
4 C -1.67 -0.12 -1.31
5 C -0.64 0.80 -1.34
6 C 1.26 0.49 0.62
7 C -0.51 -0.56 0.36
8 H 2.14 0.29 0.01
9 H 1.43 1.40 1.21
10 H -2.47 -0.22 -2.03
11 H 0.15 -0.72 2.29
12 H 1.23 -1.67 1.14
13 H -0.33 1.54 -2.05

Taken from the natural (NBO) analysis, the atomic charges in e are: N -0.47; N -0.35; C -0.44; C -0.08; C -0.13; C -0.18; C 0.35; H 0.20; H 0.21; H 0.21; H 0.23; H 0.23; H 0.22

***

b | Formula: C5H6N2
Source: the Open Molecules 2025 dataset
Level of theory: wB97M-V/def2-TZVPD

Summary:
Kohn-Sham gap: 9.953 eV

Element x y z (Å)
1 N 0.13 -0.62 3.12
2 N -1.22 1.93 0.31
3 C 0.00 -1.40 -0.90
4 C 0.01 0.05 -0.71
5 C 1.20 -0.56 -1.34
6 C -0.69 1.02 -0.34
7 C -0.01 0.34 2.54
8 H -1.91 2.58 0.01
9 H -0.02 -2.04 -0.07
10 H -0.25 1.39 2.06
11 H 2.02 -0.53 -0.65
12 H 1.47 -0.31 -2.48
13 H -0.74 -1.85 -1.54

Taken from the natural (NBO) analysis, the atomic charges in e are: N -0.37; N -0.70; C -0.38; C -0.25; C -0.37; C 0.43; C 0.05; H 0.39; H 0.23; H 0.28; H 0.23; H 0.24; H 0.22

***

Here is how they stack up, most stable first: a, b.

***

a | Formula: C5H12NO
Source: the Open Molecules 2025 dataset
Level of theory: wB97M-V/def2-TZVPD

Summary:
total charge: -1
Kohn-Sham gap: 6.737 eV

Element x y z (Å)
1 O -0.55 1.50 -1.15
2 N 1.21 1.22 -2.67
3 C -0.35 -1.59 -0.12
4 C -1.34 0.09 1.48
5 C -0.39 -1.06 1.28
6 C 0.38 -1.53 2.24
7 C 0.75 1.72 -1.32
8 H 0.43 -2.34 -0.24
9 H 1.39 1.19 -0.57
10 H -0.20 -0.75 -0.80
11 H 1.09 -2.33 2.05
12 H 0.37 -1.10 3.24
13 H 0.36 1.23 -3.22
14 H -1.31 -2.05 -0.39
15 H 1.86 1.87 -3.11
16 H -1.15 0.85 0.70
17 H -1.22 0.52 2.48
18 H -2.38 -0.24 1.37
19 H 1.04 2.80 -1.26

Taken from the natural (NBO) analysis, the atomic charges in e are: O -0.95; N -0.92; C -0.67; C -0.69; C 0.09; C -0.48; C 0.14; H 0.19; H 0.06; H 0.29; H 0.18; H 0.18; H 0.35; H 0.19; H 0.32; H 0.31; H 0.18; H 0.19; H 0.04

***

b | Formula: C5H12NO
Source: the Open Molecules 2025 dataset
Level of theory: wB97M-V/def2-TZVPD

Summary:
total charge: -1
Kohn-Sham gap: 6.013 eV

Element x y z (Å)
1 O 1.22 -1.31 -0.42
2 N -2.03 1.58 -0.85
3 C 1.89 -1.88 1.86
4 C -1.34 0.94 0.21
5 C 2.25 -1.36 0.43
6 C -1.23 -0.37 0.37
7 C -1.21 2.47 -1.63
8 H -0.46 1.95 -2.24
9 H 3.10 -2.02 0.09
10 H -0.60 -0.74 1.16
11 H 2.78 -2.11 2.45
12 H 2.76 -0.37 0.62
13 H 1.35 -1.10 2.41
14 H -1.79 3.09 -2.32
15 H -0.74 1.58 0.84
16 H 1.21 -2.72 1.74
17 H -0.66 3.15 -0.97
18 H -1.66 -1.05 -0.35
19 H -2.53 0.89 -1.40

Taken from the natural (NBO) analysis, the atomic charges in e are: O -0.95; N -0.64; C -0.66; C -0.06; C 0.00; C -0.39; C -0.40; H 0.18; H 0.05; H 0.23; H 0.17; H 0.05; H 0.17; H 0.17; H 0.17; H 0.19; H 0.19; H 0.18; H 0.36

***

Here is how they stack up, most stable first: a, b.